This record from OMol25 describes the molecule C10H15N3OS2 in a non-equilibrium geometry. The level of theory is wB97M-V/def2-TZVPD.

```
31
Properties=species:S:1:pos:R:3:forces:R:3:nbo_charge:R:1
C 0.1576 -4.1394 -2.5752 0.0 -0.1 -0.2 -0.659
C -0.2384 -3.0165 -1.7019 -0.5 0.6 -0.5 0.071
N 0.1475 -2.8532 -0.4933 0.8 -1.4 -0.3 -0.257
N -0.3319 -1.7721 0.1076 -0.7 1.1 0.6 -0.339
C -1.1125 -1.0664 -0.6442 0.0 -0.3 -0.6 -0.140
S -1.9084 0.3972 -0.1963 -0.2 0.4 0.2 0.329
C -1.4207 0.5693 1.5617 -0.1 0.1 -0.3 -0.612
C -0.5407 1.8068 1.7142 -0.1 -0.4 0.1 0.667
O -1.0674 2.8936 1.8707 -0.4 0.3 0.0 -0.637
N 0.7938 1.6514 1.6572 0.2 0.2 0.0 -0.430
C 1.5338 0.4118 1.5239 0.1 -0.4 0.1 -0.237
C 2.8004 0.6368 0.6849 -0.2 0.0 -0.2 -0.411
C 2.5280 1.7200 -0.3535 0.2 0.0 0.1 -0.400
C 2.3037 3.0621 0.3530 -0.1 -0.1 0.0 -0.407
C 1.6364 2.8293 1.7164 0.0 0.5 0.0 -0.230
S -1.3253 -1.7325 -2.2543 0.5 -0.2 0.9 0.344
H -0.7207 -4.7048 -2.8832 0.0 -0.1 0.0 0.232
H 0.8358 -4.7911 -2.0314 0.0 0.0 0.0 0.248
H 0.6505 -3.7654 -3.4712 0.1 -0.1 -0.1 0.231
H -2.3510 0.7612 2.0966 0.2 0.0 0.0 0.257
H -0.9766 -0.3677 1.8805 0.0 0.0 0.0 0.264
H 0.9211 -0.3457 1.0366 0.1 0.2 0.2 0.242
H 1.8051 0.0403 2.5215 0.0 0.0 -0.1 0.188
H 3.6361 0.9451 1.3151 0.1 0.0 0.0 0.196
H 3.0751 -0.3019 0.2033 0.0 0.0 0.1 0.220
H 1.6363 1.4464 -0.9218 0.0 0.0 -0.1 0.201
H 3.3588 1.7969 -1.0552 0.0 0.0 -0.1 0.213
H 3.2545 3.5738 0.5073 0.0 0.1 0.0 0.203
H 1.6741 3.7017 -0.2657 0.0 0.1 0.0 0.212
H 1.0112 3.6770 1.9980 0.2 -0.1 0.0 0.252
H 2.3899 2.6724 2.4941 0.0 0.0 0.0 0.186
```
Positions in Å, forces in eV/Å.

Results
relative energy (zero: lowest compared OMol25 entry of this formula, charge and spin) = 9.1 kcal/mol
E_HOMO = -8.79 eV
spin multiplicity = 1
SMILES string = Cc1nnc(SCC(=O)N2CCCCC2)s1
lowest unoccupied orbital energy = 0.50 eV
Kohn-Sham gap = 0.3416 Eh
total energy = -38801.5589 eV